Entry 1:
{
  "formula": "C4H7NO2S",
  "method": "ωB97M-V with the def2-TZVPD basis set",
  "symbols": ["C", "C", "C", "C", "N", "O", "O", "S", "H", "H", "H", "H", "H", "H", "H"],
  "xyz": [[0.2628, 0.0019, 0.1560], [-0.5657, -0.1372, -0.8765], [1.6456, 1.4164, 0.1403], [-1.6585, -1.1780, -0.8476], [0.0981, -0.4439, 1.4805], [1.9094, 2.0690, -0.7934], [-0.2718, 0.6488, -2.0187], [2.3045, 1.7046, 1.7376], [-2.4927, -0.6908, -1.1698], [-1.7413, -1.7199, 0.0702], [-1.4537, -1.8523, -1.6660], [-0.8397, -0.4361, 1.8412], [1.9073, 0.4836, 2.1895], [0.5972, -1.2558, 1.6125], [0.2985, 1.3896, -1.8560]],
  "forces_ev_per_a": [[1.9745, 2.9363, 1.0142], [2.4138, 1.3592, 0.0359], [-2.9827, -3.1955, 1.2955], [2.5561, 0.3267, -1.4885], [-0.5638, 1.6361, -1.2071], [0.1703, 0.9567, -1.8412], [-2.5149, -2.6201, 0.1224], [0.2425, -0.6244, 0.3465], [-2.9336, 1.1544, -0.3457], [-0.0335, 0.0329, 0.4765], [0.1901, -0.5996, -0.1696], [-0.0661, -0.1403, 0.0877], [-0.0616, 0.6551, 0.0277], [0.8582, -2.3033, 0.8493], [0.7508, 0.4258, 0.7963]],
  "mulliken_charge": [0.207, 0.425, 0.480, -1.310, -0.580, -0.508, -0.534, -0.172, 0.390, 0.335, 0.325, 0.203, 0.160, 0.253, 0.327],
  "de_lowest_kcal_mol": 76.5,
  "molar_mass_g_mol": 133.2,
  "total_charge": 0,
  "e_homo_ha": -0.313,
  "gap_ev": 9.15,
  "spin_multiplicity": 1
}

Entry 2:
{
  "formula": "C45H36F10GeN5O2Ti",
  "method": "ωB97M-V with the def2-TZVPD basis set",
  "symbols": ["Ti", "O", "C", "C", "C", "C", "C", "C", "C", "N", "C", "C", "N", "C", "C", "C", "C", "C", "C", "C", "O", "H", "H", "H", "H", "H", "H", "H", "H", "H", "H", "H", "H", "H", "H", "C", "N", "C", "C", "N", "C", "C", "F", "C", "F", "C", "F", "C", "F", "C", "F", "C", "C", "N", "C", "C", "F", "C", "F", "C", "F", "C", "F", "C", "F", "H", "H", "H", "H", "H", "H", "H", "H", "H", "H", "H", "Ge", "C", "C", "C", "C", "C", "C", "C", "C", "C", "C", "C", "C", "H", "H", "H", "H", "H", "H", "H", "H", "H", "H", "H"],
  "xyz": [[0.3573, -0.3213, 0.0418], [-0.6846, -0.0325, 1.6797], [-2.0387, 0.2842, 1.7410], [-2.8861, 0.3225, 3.0165], [-4.2190, 0.4207, 2.8685], [-5.0545, 0.5227, 1.6358], [-4.7387, 0.3982, 0.3163], [-3.4594, -0.0961, -0.1277], [-2.7364, 0.0304, -1.2633], [-1.4461, -0.3911, -1.3803], [-0.9502, -0.1598, -2.7283], [-0.1401, 1.1169, -2.6771], [0.9011, 0.7845, -1.7036], [2.1189, 0.9552, -2.0754], [3.2300, 0.1467, -1.6485], [4.5481, 0.5053, -1.9666], [5.5607, -0.4122, -1.8434], [5.2283, -1.7259, -1.4663], [3.9400, -2.1015, -1.1798], [2.8995, -1.1447, -1.2006], [1.6683, -1.4570, -0.8630], [-2.4323, 0.3405, 3.9976], [-4.7935, 0.5202, 3.7832], [-6.0753, 0.8232, 1.8466], [-5.4959, 0.6668, -0.4136], [-3.2021, 0.4892, -2.1403], [-1.7599, -0.0745, -3.4641], [-0.3021, -0.9877, -3.0379], [-0.7824, 1.9180, -2.3188], [0.3100, 1.4005, -3.6349], [2.3320, 1.6859, -2.8696], [4.7524, 1.5090, -2.3233], [6.5845, -0.1450, -2.0635], [6.0131, -2.4709, -1.4032], [3.6950, -3.1122, -0.9004], [0.2995, 3.6584, -0.7814], [-0.1089, 2.5988, 0.1232], [0.6636, 2.6909, 1.3577], [2.0123, 2.0100, 1.1361], [1.9271, 0.5577, 1.2153], [2.3771, 0.0352, 2.4152], [2.9543, -1.2419, 2.4977], [3.0045, -2.0306, 1.4154], [3.4918, -1.7770, 3.6511], [4.0241, -3.0075, 3.6243], [3.4704, -1.0620, 4.8349], [3.9818, -1.5784, 5.9669], [2.8806, 0.1843, 4.8223], [2.8013, 0.8994, 5.9599], [2.3386, 0.6992, 3.6542], [1.7221, 1.8973, 3.7937], [-1.5620, 2.5990, 0.2383], [-2.1909, 1.8154, 1.3816], [-2.7439, -0.7093, 0.9109], [-3.2296, -1.9224, 1.3738], [-3.9955, -2.7557, 0.5410], [-4.3051, -2.4160, -0.7263], [-4.4364, -4.0098, 0.9209], [-5.1631, -4.7387, 0.0574], [-4.1389, -4.5292, 2.1654], [-4.5752, -5.7437, 2.5363], [-3.3793, -3.7490, 3.0101], [-3.0518, -4.2010, 4.2270], [-2.9456, -2.4927, 2.6171], [-2.1581, -1.8745, 3.5084], [0.1549, 4.6496, -0.3168], [-0.2895, 3.6400, -1.6962], [1.3513, 3.5678, -1.0524], [0.1371, 2.1599, 2.1429], [0.7890, 3.7411, 1.6757], [2.7754, 2.4030, 1.8161], [2.3667, 2.2715, 0.1329], [-1.9673, 2.2812, -0.7241], [-1.9250, 3.6354, 0.3880], [-3.2490, 2.0604, 1.3311], [-1.8483, 2.2831, 2.3092], [-0.0229, -2.9451, 0.7662], [0.9976, -4.2323, -0.3299], [2.1635, -4.8626, 0.1025], [2.8284, -5.7919, -0.6891], [2.3382, -6.1067, -1.9479], [1.1781, -5.4922, -2.3989], [0.5167, -4.5744, -1.5942], [0.3713, -3.5245, 2.6139], [0.5346, -4.8861, 2.8867], [0.7753, -5.3520, 4.1718], [0.8602, -4.4568, 5.2281], [0.6938, -3.1026, 4.9841], [0.4585, -2.6466, 3.6937], [-1.4344, -3.5124, 0.5046], [2.5649, -4.6254, 1.0813], [3.7298, -6.2669, -0.3215], [2.8489, -6.8322, -2.5689], [0.7831, -5.7345, -3.3786], [-0.3950, -4.1123, -1.9598], [0.4612, -5.6061, 2.0803], [0.8945, -6.4137, 4.3474], [1.0499, -4.8125, 6.2324], [0.7527, -2.3935, 5.8008], [0.3260, -1.5846, 3.5227]],
  "forces_ev_per_a": [[-0.9180, -0.8174, 1.3333], [-0.0595, 0.2969, 0.4500], [0.1932, 0.0761, -0.0410], [0.0362, 0.1963, -0.0690], [-0.1984, 0.0299, -0.1618], [0.1274, 0.0158, 0.2372], [0.1613, 0.0364, -0.0395], [-0.2851, 0.2273, 0.0244], [0.0675, -0.1115, -0.0868], [0.1279, 0.4696, 0.0671], [-0.0235, -0.2400, -0.2044], [0.2760, 0.1520, 0.1322], [0.4942, 0.1315, -0.8427], [0.0369, 0.2961, -0.0714], [-0.2587, 0.3651, -0.0055], [0.0289, -0.0859, -0.0119], [-0.1164, -0.1004, 0.0506], [0.1451, -0.0005, -0.0384], [-0.1975, 0.1963, -0.0437], [-0.1145, -0.1121, -0.0062], [1.1000, -0.1694, -0.2280], [0.0293, 0.0538, -0.0014], [-0.0399, 0.0001, 0.0159], [-0.0094, 0.0005, 0.0172], [-0.0251, -0.0182, -0.0431], [-0.0118, -0.0136, 0.0529], [0.0383, -0.0388, 0.0514], [-0.0195, 0.0565, -0.0297], [-0.0032, -0.0592, -0.0453], [-0.0499, -0.0044, 0.0052], [-0.0921, -0.2204, -0.0156], [-0.0221, 0.0246, -0.0023], [0.0328, -0.0002, -0.0004], [0.0082, -0.0026, -0.0021], [-0.0115, -0.1257, 0.0418], [-0.0358, 0.0660, 0.0365], [0.0166, -0.0820, -0.0139], [-0.0319, 0.1230, 0.0885], [0.0531, 0.1279, -0.0861], [-0.1584, -0.3772, -0.2746], [-0.1775, 0.1220, -0.3524], [0.1787, -0.2480, 0.0811], [-0.0135, 0.1437, 0.0995], [-0.0017, -0.0542, 0.0368], [-0.0776, 0.1800, 0.0210], [0.0679, -0.0874, 0.0417], [-0.0799, 0.0805, -0.1547], [-0.0479, 0.0386, 0.0211], [0.0230, -0.1139, -0.1516], [-0.0242, 0.0833, 0.3071], [0.0780, -0.1321, 0.0143], [-0.0316, 0.0355, 0.0021], [-0.2099, 0.0670, -0.0495], [-0.1090, -0.2076, 0.0145], [0.1170, 0.2358, -0.0936], [-0.2460, -0.1946, -0.2042], [0.0181, -0.2098, 0.1699], [-0.0525, 0.0002, -0.0235], [0.0810, 0.0676, 0.0866], [0.0497, 0.0282, 0.0273], [0.0317, 0.1035, -0.0375], [-0.0048, -0.0126, -0.0387], [-0.0337, 0.0311, -0.1177], [0.0871, -0.2032, 0.2723], [0.0759, -0.2634, 0.0072], [-0.0079, -0.0532, -0.0121], [-0.0045, 0.0340, -0.0076], [0.0154, -0.0192, 0.0122], [0.1050, 0.0330, -0.0275], [-0.0177, -0.0154, -0.0448], [-0.1188, -0.0555, 0.0046], [0.0295, -0.0129, 0.0274], [-0.0052, 0.0122, 0.0750], [0.0247, -0.0364, 0.0362], [0.0281, -0.0031, 0.0121], [0.0040, -0.0112, -0.0353], [-0.0045, 0.4591, -0.3647], [0.0472, -0.1746, -0.0252], [0.0480, 0.0275, 0.0452], [-0.0469, 0.0445, -0.0242], [0.0173, -0.0260, 0.0031], [-0.0277, 0.0188, -0.0310], [0.0421, 0.0475, -0.0243], [0.0465, -0.0805, 0.2784], [-0.1107, -0.0457, -0.0086], [0.0028, 0.0447, -0.0253], [-0.0147, 0.0202, -0.0199], [0.0388, -0.0072, 0.0292], [0.0262, 0.0643, -0.0910], [-0.1191, -0.0688, -0.0480], [0.0227, 0.0038, 0.0125], [0.0295, -0.0177, 0.0141], [0.0185, -0.0074, -0.0203], [-0.0066, -0.0069, -0.0104], [-0.0236, 0.0075, 0.0015], [-0.0037, -0.0109, -0.0275], [0.0014, -0.0395, -0.0018], [0.0040, -0.0083, 0.0405], [-0.0038, 0.0261, 0.0307], [-0.0255, 0.0048, 0.0082]],
  "mulliken_charge": [-0.714, 0.510, 1.643, -1.192, -0.872, -1.075, -1.130, -0.335, -0.518, 1.147, -1.135, -0.780, 1.672, -0.682, -0.186, -0.586, -1.026, -0.605, -0.518, 0.986, -0.724, 0.438, 0.490, 0.372, 0.437, 0.248, 0.535, 0.311, 0.034, 0.548, 0.246, 0.450, 0.381, 0.443, 0.297, -1.480, 1.405, -0.706, -1.876, 0.592, 0.151, -0.381, 0.187, -0.142, -0.420, 0.561, -0.400, 0.356, -0.366, 0.376, -0.442, -2.315, -2.225, 1.059, -0.016, 0.815, -0.384, 0.172, -0.358, 0.877, -0.353, 0.307, -0.392, -0.308, -0.431, 0.384, 0.479, 0.322, 0.264, 0.397, 0.435, 0.503, 0.158, 0.650, 0.875, 0.902, 2.394, 0.311, -0.098, -0.399, -0.660, -0.658, -0.713, 0.552, -0.781, -0.931, -0.931, -0.940, 0.360, -0.695, 0.315, 0.426, 0.354, 0.405, 0.355, 0.429, 0.368, 0.412, 0.529, 0.259],
  "de_lowest_kcal_mol": 90.0,
  "molar_mass_g_mol": 989.3,
  "total_charge": -1,
  "e_homo_ha": [-0.158, -0.158],
  "gap_ev": [6.29, 6.29],
  "spin_multiplicity": 1
}

Entry 3:
{
  "formula": "C2H7N2O2",
  "method": "ωB97M-V with the def2-TZVPD basis set",
  "symbols": ["C", "C", "N", "N", "O", "O", "H", "H", "H", "H", "H", "H", "H"],
  "xyz": [[0.1415, -2.0141, 0.8739], [-0.2612, 1.8947, -0.8455], [-0.5508, 0.2538, 0.5976], [0.1169, -0.7191, 0.1581], [0.8687, -0.5697, -0.7608], [0.9775, 2.2661, -0.9193], [0.7667, -2.5671, 0.3530], [-0.9257, -2.2663, 0.9536], [0.5259, -1.9895, 1.9807], [-0.8739, 1.3803, -1.6323], [-0.8448, 2.4938, -0.2490], [-1.3769, 0.0800, 1.1531], [1.4361, 1.7572, -1.6631]],
  "forces_ev_per_a": [[-2.9905, 2.2871, 4.4288], [0.2557, -0.9711, -0.9785], [-0.3897, 2.0752, -1.7179], [0.1219, 0.0990, 2.2198], [1.0997, -0.1961, -1.3870], [-0.5760, -1.7118, -1.5514], [2.3485, -3.1572, -2.5770], [0.5363, -0.7315, -0.2963], [-0.5808, 0.7585, -2.1468], [1.4034, 0.0476, 0.5314], [-1.0138, 1.3364, 1.6451], [0.2280, -0.5783, 0.5366], [-0.4427, 0.7422, 1.2933]],
  "mulliken_charge": [-0.719, 0.008, -0.649, 0.988, -0.567, -0.327, 0.349, 0.312, 0.296, 0.293, 0.342, 0.246, 0.428],
  "de_lowest_kcal_mol": 132.4,
  "molar_mass_g_mol": 91.1,
  "total_charge": 1,
  "e_homo_ha": -0.574,
  "gap_ev": 10.76,
  "spin_multiplicity": 1
}

Entry 4:
{
  "formula": "C22H35MgNO4P2",
  "method": "ωB97M-V with the def2-TZVPD basis set",
  "symbols": ["P", "P", "C", "C", "H", "H", "H", "H", "C", "H", "H", "H", "C", "H", "H", "H", "C", "H", "H", "H", "C", "H", "H", "H", "Mg", "C", "C", "C", "C", "C", "C", "C", "C", "C", "H", "H", "H", "H", "H", "H", "H", "H", "H", "H", "H", "H", "H", "H", "H", "O", "C", "O", "C", "C", "C", "C", "C", "C", "N", "O", "O", "H", "H", "H", "H"],
  "xyz": [[1.9188, 0.8737, 0.2994], [-1.9061, -1.2882, 0.8657], [0.9822, -0.5933, 0.8245], [-0.2370, -1.1550, -0.0065], [0.7400, -0.4404, 1.8973], [1.7662, -1.3809, 0.7757], [-0.0254, -1.1139, -1.1202], [-0.0370, -2.2494, -0.0415], [-1.2742, -2.7373, 1.8310], [-1.6089, -2.7806, 2.8687], [-0.1851, -2.6304, 1.8737], [-1.5494, -3.6557, 1.2984], [-2.8373, -2.0251, -0.5915], [-2.6567, -3.1093, -0.6488], [-2.5658, -1.5690, -1.5559], [-3.9290, -1.8961, -0.5031], [3.7164, 0.5597, 0.2811], [4.2413, 1.4337, 0.6975], [4.1709, 0.3720, -0.7043], [3.9899, -0.2886, 0.9274], [1.2980, 1.4804, -1.3454], [0.8169, 0.8224, -2.1817], [2.2738, 1.7096, -1.8311], [0.7343, 2.4333, -1.1934], [-0.8246, 0.4953, -1.4783], [-0.2732, -2.7334, -2.6919], [0.1561, -3.4944, -1.6717], [1.5835, -3.9114, -1.4664], [2.6273, -3.0035, -2.1694], [2.3346, -1.5329, -2.1446], [1.7574, -0.8663, -3.1651], [1.2254, -1.5693, -4.3718], [0.3768, -2.7999, -4.0310], [1.6902, 2.2237, 1.4509], [-1.2307, -2.2221, -2.6641], [-0.5941, -4.0648, -1.1043], [1.6874, -4.9478, -1.8429], [1.8721, -4.0047, -0.4040], [3.6122, -3.2071, -1.7085], [2.8041, -3.3658, -3.1926], [2.8921, -1.0170, -1.3598], [2.0343, 0.1735, -3.3604], [2.0607, -1.8546, -5.0334], [0.6204, -0.9018, -4.9878], [-0.3924, -2.9647, -4.8066], [1.0020, -3.7020, -4.0240], [0.8458, 2.8842, 1.2068], [2.6266, 2.7932, 1.4368], [1.5583, 1.8140, 2.4556], [-1.3820, 0.6910, 1.5733], [-1.5484, 1.8688, 1.0690], [-1.3448, 2.1291, -0.1659], [-2.0713, 2.9496, 2.0530], [-2.0251, 4.3487, 1.7642], [-2.3716, 5.2635, 2.7626], [-2.9132, 4.7475, 3.9671], [-3.0781, 3.3761, 4.2360], [-2.5898, 2.4862, 3.2847], [-3.3427, 5.6440, 4.9773], [-3.2500, 6.8776, 4.7813], [-3.8099, 5.1573, 6.0348], [-1.7194, 4.6926, 0.7667], [-2.2522, 6.3465, 2.6531], [-3.5458, 3.0153, 5.1614], [-2.6447, 1.4141, 3.4929]],
  "forces_ev_per_a": [[-1.2422, 0.4625, -1.3868], [-1.7751, -0.7347, -0.9855], [0.4013, -0.8813, 0.3821], [1.8806, -1.3927, 0.3650], [-0.0104, -0.0783, -0.5948], [-0.3724, 0.3298, 0.1629], [-0.2298, 0.1657, 0.9590], [0.0137, 0.9658, 0.1254], [0.1738, -0.4397, 0.0834], [-0.3380, 0.0768, -0.2081], [-0.1641, -0.3691, 0.0938], [0.2443, -0.0491, 0.2377], [-0.0622, -1.1421, -0.0231], [-0.0308, 0.1036, -0.2842], [-0.0270, 0.0082, 0.4047], [0.4878, 0.1523, 0.3291], [0.7560, -0.0878, 0.2828], [-0.3572, -0.1697, -0.1315], [-0.5740, 0.0748, 0.2719], [-0.2550, 0.1414, -0.1647], [2.2112, 1.1389, 0.8150], [0.0831, 0.1365, 0.4834], [-0.6902, 0.1892, -0.0130], [0.4507, -0.8308, -0.0839], [-2.5628, 1.3836, -1.0939], [-0.7616, -1.1808, -0.2145], [-0.4185, -0.7788, -0.5093], [0.4130, -0.8311, -0.5979], [0.0998, -1.0794, 0.1435], [0.8935, 0.2118, -0.0891], [1.1066, 0.1493, -0.6716], [-0.2250, -0.0148, -0.8280], [0.8930, 0.1713, -0.2560], [0.2585, 0.3479, 0.6523], [-0.1437, -0.6798, -0.1169], [0.2235, 1.0543, 0.7176], [0.1948, 0.1960, 0.0974], [-0.5271, 0.2514, -0.1610], [-0.3961, 0.3096, 0.1193], [-0.3260, 0.3343, 0.1330], [-0.2766, 0.1000, -0.4372], [-0.4448, -0.3296, 0.3475], [0.0143, -0.0698, 0.1848], [0.0592, 0.2371, 0.3071], [0.1924, 0.1561, 0.4007], [-0.1950, 0.2154, -0.2360], [0.2720, -0.4359, -0.0369], [-0.3036, 0.1104, 0.0441], [-0.0648, 0.1572, 0.0227], [1.0264, 5.0963, 0.0972], [-0.2251, -1.6706, 1.0528], [0.2371, -0.2118, 0.8112], [-0.0874, 0.0733, -0.3669], [0.0727, -0.8921, 0.3646], [-0.3926, -0.6946, 0.5310], [0.4730, -1.0056, -1.1537], [0.4358, 0.3199, -0.5905], [-0.0083, 0.1998, -0.3282], [-1.1395, 2.2886, 2.5598], [-0.0863, -2.2833, 0.2595], [0.8724, 1.0184, -1.9324], [0.0206, -0.2437, 0.5541], [-0.1995, -0.5524, -0.0323], [0.3309, 0.4057, -0.5354], [0.1209, 0.3961, -0.3331]],
  "mulliken_charge": [1.720, 0.071, -1.322, 0.481, 0.750, 0.492, -0.689, 0.003, -1.228, 0.409, 0.346, 0.324, -0.979, 0.275, 0.179, 0.461, -1.503, 0.473, 0.471, 0.439, -1.810, 0.067, 0.470, 0.662, 0.918, -0.356, 0.032, -0.941, -1.266, 1.020, -1.249, -1.157, -1.040, -1.443, 0.384, 0.521, 0.385, 0.372, 0.435, 0.397, 0.254, 0.653, 0.355, 0.438, 0.481, 0.270, 0.262, 0.519, 0.455, -0.428, 0.240, -1.190, 0.266, -0.420, -0.524, 0.024, -0.381, -0.350, 0.954, -0.601, -0.593, 0.460, 0.445, 0.440, 0.399],
  "de_lowest_kcal_mol": 70.0,
  "molar_mass_g_mol": 463.8,
  "total_charge": 0,
  "e_homo_ha": [-0.149, -0.149],
  "gap_ev": [3.16, 3.16],
  "spin_multiplicity": 1
}